1.
# C17H24AuN7O2P

A structure of composition C17H24AuN7O2P in a non-equilibrium geometry (ωB97M-V/def2-TZVPD, OMol25).

HOMO level (alpha / beta) in eV: -17.872 / -17.915
M in g/mol: 586.37
Calculated total energy in hartree: -1671.9879
Multiplicity: 3
⟨S²⟩: 2.018
F_max in eV/A: 4.1
Net charge: +3
Orbital gap (alpha / beta) in eV: 8.709 / 4.946

Cartesian coordinates (Å):
O 0.567 1.900 1.301
C 3.251 -3.359 -2.277
C -0.897 5.810 2.955
H 4.276 -3.664 -2.105
H -2.601 -4.965 -0.656
H -2.606 -4.179 2.579
C 3.856 -1.367 -0.888
C -1.665 -5.063 -0.127
C -1.386 -2.387 2.288
H -0.761 6.468 0.905
Au 0.249 -0.091 1.084
N 1.837 -0.899 -0.056
C -1.941 -0.058 -3.583
H 2.625 -4.226 -2.049
H -0.267 6.639 3.256
H -1.781 -5.951 0.522
H -2.531 0.165 -4.481
H -1.146 3.810 3.603
C 0.595 3.872 2.622
N -0.371 4.553 3.613
C -1.577 0.722 -2.486
H -1.931 6.012 3.252
O -1.323 2.411 2.527
H 4.921 -1.394 -1.049
N -1.318 -1.310 -3.320
H -1.785 1.734 -2.258
N -1.416 -3.892 0.697
H 3.127 -3.103 -3.355
C -0.656 5.545 1.488
H 1.491 5.603 1.835
C 3.144 -0.518 -0.065
H 1.059 4.503 0.522
N -0.512 -1.959 1.302
H -1.499 -1.765 3.152
N -0.791 0.030 -1.588
H 1.551 3.592 2.979
C 0.726 4.896 1.489
H -0.025 4.708 4.580
H -1.399 4.818 1.171
C 1.673 -1.973 -0.854
C -0.573 -2.874 0.307
C -0.161 2.590 2.135
H 3.435 0.289 0.589
P 0.139 -2.693 -1.362
N 2.889 -2.268 -1.446
C -1.262 -2.437 -4.248
H -2.095 -2.366 -4.964
H -1.336 -3.371 -3.735
H -0.322 -2.399 -4.801
C -1.948 -3.599 1.945
C -0.683 -1.221 -2.122
H -0.842 -5.322 -0.823

Cartesian forces, eV/Å:
-0.170 0.444 0.482
-0.341 -1.320 -1.778
0.235 0.345 0.066
0.124 0.178 0.074
-0.190 0.171 -0.290
0.046 -0.369 -0.567
-2.385 -0.491 -0.172
-0.133 -1.694 0.291
0.769 0.208 -0.591
0.147 -0.374 0.083
-0.830 0.373 0.865
0.325 -0.671 -0.657
1.127 -3.284 -0.435
0.055 0.132 -0.090
0.026 0.086 0.338
0.103 0.521 -0.168
0.315 -0.238 0.417
0.572 0.836 0.375
-1.492 -0.123 -1.043
-0.237 -1.169 0.027
2.191 -0.552 3.247
0.265 -0.252 -0.028
1.582 -0.525 -0.671
-0.070 -0.285 -0.348
-1.382 1.852 -1.063
-0.449 0.850 -0.149
0.601 0.889 -0.086
0.147 -0.168 0.761
-0.243 0.222 -0.145
-0.167 0.101 -0.312
-0.238 -0.621 -0.003
-0.197 -0.175 0.402
-1.335 -1.463 -0.561
-0.222 -0.162 0.407
-1.600 0.573 -2.041
0.730 -0.153 1.004
0.170 0.507 0.185
-0.113 -0.221 -0.818
-0.131 0.013 -0.431
2.091 1.265 -0.711
-1.109 0.170 0.901
-0.293 0.679 0.326
0.387 -0.037 -0.237
0.009 -1.536 0.167
1.000 2.735 2.880
-0.269 0.287 -1.166
0.305 0.040 0.322
-0.083 -0.482 0.444
-0.077 -0.012 0.025
1.313 1.186 -0.593
-0.470 1.105 0.563
-0.409 0.607 0.502


2.
# C25H36AuO2P2Si

A structure of composition C25H36AuO2P2Si in a non-equilibrium geometry (ωB97M-V/def2-TZVPD, OMol25).

HOMO level (alpha / beta) in eV: -9.991 / -11.517
M in g/mol: 655.56
Calculated total energy in hartree: -2232.3469
Multiplicity: 3
⟨S²⟩: 2.010
F_max in eV/A: 3.3
Net charge: +1
Orbital gap (alpha / beta) in eV: 8.075 / 6.683

Cartesian coordinates (Å):
C -0.193 -3.471 -4.398
C 1.351 -0.267 -0.992
H -1.348 -3.627 -0.743
H -1.434 3.626 -2.019
C 2.030 3.316 4.041
C -4.001 0.464 1.164
C 1.081 2.469 3.463
H 1.416 -3.745 -0.894
C 3.532 2.953 2.167
P -0.019 -2.937 -2.665
H -1.166 2.477 -0.683
O 2.455 -0.731 -0.876
Si 0.145 0.622 1.552
C -0.582 -1.818 2.808
H -1.492 -4.808 -2.065
H 1.259 3.796 -2.572
C 1.734 -1.615 2.127
C -0.399 2.256 -4.458
H -1.647 -1.591 -0.925
P -0.048 1.771 -2.735
H 0.669 -3.098 -4.958
C 3.248 3.556 3.394
H 2.533 -1.054 1.646
C -2.062 2.294 1.996
H -2.321 2.078 -1.972
C -0.306 -3.079 3.354
H 1.804 3.759 5.011
H -0.445 3.343 -4.565
Au 0.218 -0.577 -2.766
H -0.262 -4.560 -4.478
H 2.312 -3.507 -2.408
C -4.392 1.691 1.716
C -1.653 1.051 1.484
C -3.416 2.592 2.147
H 3.989 4.192 3.868
C -1.359 2.559 -1.760
O 0.733 0.491 -0.049
C 1.379 -3.881 -1.980
H 1.272 -4.949 -2.208
H 0.143 2.234 3.981
H -3.705 3.528 2.624
C 0.997 -3.592 3.316
H 0.379 1.858 -5.116
H -2.356 -0.908 0.889
H -2.375 -3.260 -2.145
C -2.640 0.112 1.137
C 0.443 -1.082 2.201
H -1.095 -3.008 -4.814
C 2.009 -2.860 2.703
H 1.110 -0.579 -4.196
H -4.746 -0.249 0.814
H 1.574 2.723 -1.173
H 4.474 3.118 1.664
H -1.360 1.828 -4.763
H -1.347 -0.898 -0.856
H -1.302 3.004 2.317
C 1.358 1.872 2.224
C -1.439 -3.734 -1.831
H -1.586 -1.394 2.866
H -1.112 -3.627 3.823
H 1.213 -4.550 3.781
H 3.026 -3.230 2.671
H -5.444 1.905 1.871
H 2.846 1.563 0.678
C 1.420 2.753 -2.262
C 2.590 2.090 1.592
H 2.308 2.348 -2.766

Cartesian forces, eV/Å:
0.045 -0.109 0.084
1.845 0.290 2.685
0.026 -0.045 -0.194
0.082 -0.300 0.007
-0.198 -0.217 -0.023
0.488 -0.016 0.301
0.530 0.184 -0.115
0.007 0.030 -0.158
-0.682 -0.365 0.188
-0.300 -1.081 -0.577
0.020 -0.069 -0.332
-1.078 0.362 -0.229
0.983 -0.532 -0.459
0.402 -0.498 0.194
0.167 0.331 -0.037
0.040 -0.326 0.059
-0.022 -0.437 0.390
-0.007 0.128 0.018
0.146 0.710 0.134
-0.349 1.042 -0.519
-0.106 -0.132 0.009
-0.232 -0.124 -0.022
-0.124 -0.119 0.149
-0.240 -0.196 -0.155
0.152 0.100 0.060
0.132 0.427 -0.202
0.228 -0.013 -0.244
0.010 -0.084 0.019
-0.464 -0.115 -0.237
0.032 0.173 -0.039
-0.049 -0.071 0.085
0.536 -0.248 -0.042
-0.276 0.141 0.676
-0.033 0.028 -0.022
-0.099 0.001 -0.076
-0.381 0.093 0.115
0.118 -0.500 -1.988
0.154 0.247 -0.065
-0.064 0.255 0.010
0.411 0.242 -0.127
0.016 -0.193 -0.166
-0.429 0.221 -0.012
-0.100 0.065 0.116
-0.204 0.429 -0.065
0.129 -0.113 0.023
-0.545 0.409 0.016
-0.366 0.037 0.188
0.143 -0.117 0.057
-0.072 0.400 -0.273
0.205 0.012 0.186
0.126 0.141 0.212
-0.082 -0.061 -0.360
0.077 0.051 0.079
0.147 0.043 0.064
-0.349 -0.550 -0.043
-0.230 0.012 -0.077
-0.573 -0.243 0.186
-0.211 0.056 0.086
0.301 -0.249 0.140
0.092 -0.122 0.051
-0.017 0.139 -0.110
-0.033 -0.118 0.037
0.108 0.071 -0.179
-0.105 0.111 0.007
0.143 -0.244 -0.080
0.162 0.441 0.445
-0.183 0.188 0.155


3.
# C5H36NO15

A cluster of 14 separate species, C5H36NO15 in total in a non-equilibrium geometry (ωB97M-V/def2-TZVPD, OMol25).

HOMO level in eV: -6.506
M in g/mol: 350.34
Calculated total energy in hartree: -1395.4545
F_max in eV/A: 6.4
ΔE to the lowest compared entry with this formula, charge and spin in kJ/mol: 462.8
Net charge: -1
Orbital gap in eV: 8.604

Cartesian coordinates (Å):
C -0.978 -0.566 -2.356
O 2.330 -4.197 -1.318
O 2.549 -1.989 -2.366
H -4.397 -3.145 1.228
H 0.199 -0.983 0.900
H 1.744 3.025 1.799
H 2.674 1.473 -0.454
N -0.634 -0.413 -0.891
C -0.824 0.800 -3.053
O 3.780 1.466 1.951
O -1.875 4.012 2.325
O 2.712 1.859 -1.352
H 2.762 4.390 -1.184
H -3.395 0.824 1.608
O -1.532 -0.815 3.571
H -1.405 -1.746 3.297
H 1.221 -1.477 -0.431
H -0.645 -4.889 1.068
H 3.900 0.920 2.643
H 1.446 5.027 2.305
H 0.426 2.230 1.697
H 3.008 1.904 1.830
C -0.398 -2.767 -0.011
H -1.495 -0.491 -0.280
H 2.569 0.965 -1.809
O 2.289 4.725 2.062
C -0.906 0.843 -4.596
H 1.675 -3.920 -0.577
H -1.199 3.334 2.586
H -2.225 -4.852 1.242
H -0.944 1.816 -4.934
H -1.608 0.199 -5.117
H 0.567 1.997 -0.510
H -3.497 -2.689 0.176
H -2.050 -0.659 -2.612
C 0.175 -1.447 -0.178
H -1.564 1.380 -2.649
H 1.603 5.529 -1.080
H -0.732 -0.485 3.823
H 2.536 5.050 1.119
H 2.452 -2.673 -1.670
H 0.096 1.321 -2.802
O 1.318 2.227 2.155
O -4.264 -2.414 0.620
H -0.378 -1.357 -2.782
H -0.860 1.591 -0.636
H 0.056 0.631 -4.954
H -1.752 4.117 1.261
O -1.703 -2.973 0.059
H -4.429 -0.062 1.239
H 1.643 -1.714 -2.597
O -3.989 0.689 0.832
O -0.241 2.240 -0.220
O 0.396 -3.686 0.116
H 1.958 -4.643 -1.982
O -1.423 -5.066 1.772
O 2.411 5.141 -0.629

Cartesian forces, eV/Å:
-0.180 1.185 0.490
2.891 2.338 5.209
-0.456 1.753 -0.639
-0.217 0.071 0.205
0.045 -0.944 -1.601
-0.270 0.617 0.462
0.434 0.724 0.057
-1.700 -0.969 0.518
2.091 -1.100 -1.361
4.789 0.844 -4.212
1.263 -0.267 -3.433
-0.742 -2.666 -0.068
-0.830 0.983 0.702
-0.058 0.549 -1.001
-3.550 -2.009 -1.307
-0.015 0.765 0.137
0.200 -0.001 -0.578
-2.440 -0.171 2.085
-0.362 -2.438 3.603
-1.812 0.877 0.214
1.521 -0.305 0.279
-3.704 1.039 0.613
-5.726 -1.451 -0.005
0.659 0.385 -1.485
0.414 1.845 0.156
2.862 -0.122 -2.146
0.112 -1.566 1.413
0.015 -0.986 -1.111
-0.880 0.912 -0.526
1.162 0.019 0.454
-1.030 2.384 -0.574
-0.314 0.009 0.248
4.233 -1.334 -1.683
2.465 -0.188 -1.204
0.274 -1.351 0.878
-0.221 3.795 1.620
-2.103 1.651 1.002
1.581 -1.052 0.689
3.534 1.247 1.030
-1.075 -0.565 1.964
0.190 -0.408 -0.669
0.351 -0.160 0.194
-2.069 -0.086 -0.693
-2.418 0.362 1.219
0.007 -0.288 -0.346
0.994 0.361 0.694
1.545 -1.165 -0.619
-0.298 -0.693 3.967
3.500 1.545 -0.738
-0.592 -0.764 -0.767
0.670 -0.274 0.175
0.857 0.133 1.640
-5.154 1.589 1.399
1.451 -2.018 0.874
-2.624 -2.555 -3.690
1.382 -0.036 -2.136
-0.653 -0.046 -1.595


4.
# C3H7NOS

A cluster of 2 separate species, C3H7NOS in total in a non-equilibrium geometry (ωB97M-V/def2-TZVPD, OMol25).

SMILES: C/C=C/O.N=S
HOMO level in eV: -8.175
M in g/mol: 105.16
Calculated total energy in hartree: -646.5575
F_max in eV/A: 2.8
ΔE to the lowest compared entry with this formula, charge and spin in kJ/mol: 405.6
Orbital gap in eV: 7.471

Cartesian coordinates (Å):
N -0.135 -1.569 1.070
C -0.749 0.476 0.670
O -1.038 1.002 1.918
H -0.449 0.618 -2.160
C 0.418 0.218 -1.555
C 0.337 0.726 -0.096
H 0.285 -0.934 -1.515
H 0.898 -1.287 1.105
S -0.377 -2.521 -0.108
H 1.462 0.503 -2.029
H -0.256 1.524 2.266
H 1.169 1.267 0.295
H -1.565 -0.023 0.138

Cartesian forces, eV/Å:
2.140 1.298 1.268
-0.356 1.019 -0.217
1.359 0.149 -0.576
1.167 -0.453 0.500
0.591 0.382 0.547
-0.376 -0.437 -1.356
0.359 1.227 -0.339
-1.346 -0.624 0.324
-0.366 -1.673 -1.431
-2.313 -0.705 0.846
-1.240 -0.927 -0.791
0.593 0.310 0.330
-0.213 0.433 0.896


5.
# C37H51BrN2P2SSn

A structure of composition C37H51BrN2P2SSn in a non-equilibrium geometry (ωB97M-V/def2-TZVPD, OMol25).

HOMO level in eV: -11.899
M in g/mol: 816.46
Calculated total energy in hartree: -5418.5163
F_max in eV/A: 2.8
ΔE to the lowest compared entry with this formula, charge and spin in kJ/mol: 88.9
Net charge: +2
Orbital gap in eV: 4.746

Cartesian coordinates (Å):
C 0.820 4.072 3.523
H -0.996 -3.408 1.449
H -3.013 -4.647 0.766
C 5.793 1.593 -0.901
H 2.708 -2.077 4.822
H -4.276 1.793 -5.360
H 1.803 2.783 -2.850
C -6.283 4.843 -4.185
H -4.456 -3.046 -0.951
H -1.139 -3.624 6.038
C -5.715 3.337 -5.830
H 2.817 -1.837 -1.662
C -0.415 -0.879 4.114
S -1.200 0.563 3.379
C -0.576 3.252 -0.483
H -4.049 -1.435 -1.527
P -0.841 -2.732 -0.798
H 1.339 -3.124 -3.855
C 0.431 -2.799 -3.339
N -6.395 4.412 -5.440
C -0.546 -2.896 5.480
C 0.873 2.603 -2.321
H 2.007 4.970 5.107
Br 2.015 4.430 -0.469
C -1.167 -1.841 4.807
H -2.240 -1.723 4.852
H 4.870 -3.148 -1.996
H 0.014 1.314 -3.850
C -3.774 2.412 -2.726
C 3.753 -1.286 -1.840
Sn -0.644 0.118 -0.465
C -4.708 3.058 -3.639
C -2.421 -2.875 -1.712
H 5.886 2.687 -0.843
H 1.347 -3.771 6.049
H 0.147 1.172 6.043
H 1.004 4.869 2.804
H 2.846 -0.190 1.453
C 1.389 4.118 4.801
C 4.431 1.126 -0.371
C 4.811 -2.178 -2.506
H -5.852 3.011 -6.860
H -3.962 2.688 -1.687
H 1.558 -0.175 3.714
C -2.038 -5.054 0.478
C 3.884 -2.005 2.098
H 3.225 -2.761 2.516
H 4.233 -1.361 2.912
H 4.260 1.539 0.632
C 0.663 3.351 -1.144
C -0.198 1.919 4.022
H -0.435 2.944 2.170
H 0.471 -1.706 -3.252
H -0.427 -3.076 -3.967
H -2.549 2.317 -0.463
H 2.312 -1.654 0.586
H -2.593 1.260 -4.086
H 5.813 -1.729 -2.457
H -2.235 0.983 1.514
H 0.047 -4.482 0.510
H -3.459 -1.981 0.040
C -2.658 1.700 -3.085
C 0.977 -0.975 4.161
C -1.571 2.341 -0.944
H 6.611 1.161 -0.312
H -5.374 4.598 -2.233
C 0.341 -3.489 -1.976
H -2.549 -3.946 -1.918
C -5.454 4.206 -3.250
N -1.254 0.710 1.733
C 0.846 -2.989 5.480
P 4.380 -0.691 -0.236
H 4.580 -2.352 -3.561
H -2.301 -2.368 -2.678
C 3.185 -1.147 1.035
H -2.143 -5.535 -0.502
C -3.643 -2.310 -0.992
C -4.834 2.649 -4.985
C 1.137 3.070 5.702
C -1.450 1.881 -2.331
H 1.580 3.102 6.705
H 0.024 -4.535 -2.067
C 0.006 2.997 3.159
H 3.529 -0.405 -2.456
H 3.603 1.446 -1.018
H -0.812 3.915 0.348
C 0.333 1.983 5.330
C -0.938 -3.997 0.524
H 1.325 -3.517 -1.481
H -1.782 -5.841 1.197
H 4.768 -2.516 1.705
C -0.149 1.829 -2.893
H -6.850 5.728 -3.882
H 5.953 1.291 -1.937
C 1.614 -2.035 4.812

Cartesian forces, eV/Å:
-0.058 -0.105 0.482
0.041 -0.417 0.031
0.175 -0.041 -0.116
0.046 0.250 0.141
-0.518 -0.006 0.058
-0.192 0.144 0.008
0.035 -0.468 0.055
0.715 -0.506 0.324
0.223 0.206 0.048
0.119 0.314 -0.235
0.614 -0.195 0.544
0.124 0.112 -0.235
0.875 -0.470 0.077
-1.068 0.013 0.986
-0.046 -0.640 -0.276
0.143 -0.281 0.163
-0.683 -0.579 -0.431
-0.149 0.089 0.013
-0.109 -0.227 -0.089
-0.368 0.178 0.050
0.087 0.280 -0.107
-0.362 -0.107 0.151
-0.221 -0.425 -0.172
0.145 0.264 0.045
-0.383 0.279 -0.256
-0.136 -0.139 -0.024
0.024 0.188 -0.099
-0.110 0.481 0.337
0.417 -0.023 -0.217
-0.205 0.095 -0.234
2.129 -0.507 1.708
-0.981 0.182 -1.147
0.089 -0.195 -0.273
-0.071 -0.279 -0.109
-0.192 0.103 -0.222
0.136 0.313 -0.277
-0.079 -0.130 0.193
-0.276 -0.239 0.185
-0.270 -0.317 -0.072
-0.436 0.224 -0.016
0.011 -0.075 -0.206
0.009 0.116 0.186
0.469 0.301 -0.297
0.134 -0.193 -0.047
-0.139 -0.195 0.035
-0.040 -0.013 0.289
-0.120 -0.018 0.104
0.028 -0.151 -0.046
0.003 -0.043 -0.155
-1.264 -0.780 0.053
0.833 0.891 -0.001
0.158 0.078 0.135
0.014 -0.124 -0.012
0.235 0.188 0.117
0.287 0.201 -0.102
0.151 0.062 0.179
0.174 0.494 0.237
-0.361 -0.057 0.029
0.668 -0.231 0.723
-0.117 0.154 0.111
0.097 -0.181 -0.071
-1.374 0.126 -0.502
0.280 0.086 -0.293
0.711 1.658 -1.816
-0.230 0.048 -0.064
-0.071 -0.151 -0.287
0.327 0.099 0.207
-0.026 0.265 -0.140
0.257 -0.681 -0.036
-0.271 -0.430 -0.560
0.086 0.093 0.035
2.181 -0.474 0.013
-0.021 -0.073 0.086
0.079 -0.213 0.118
-0.768 0.279 0.148
0.103 0.102 0.206
-0.639 0.414 0.072
-0.407 0.282 0.252
-0.201 0.085 -0.252
0.157 0.241 1.733
-0.306 -0.075 -0.454
0.045 0.083 -0.113
0.245 -0.317 -0.107
-0.064 -0.198 -0.092
0.096 0.329 0.071
0.265 -0.388 0.068
-0.060 -0.441 -0.274
0.258 0.364 0.509
-0.254 0.062 -0.101
-0.140 0.150 -0.161
-0.196 0.098 -0.065
-0.450 0.633 -0.099
0.131 -0.291 -0.272
-0.048 0.013 -0.018
-0.152 0.375 -0.067


6.
# C3H6N3O2

A cluster of 2 separate species, C3H6N3O2 in total in a non-equilibrium geometry (ωB97M-V/def2-TZVPD, OMol25).

HOMO level (alpha / beta) in eV: -13.611 / -13.739
M in g/mol: 116.10
Calculated total energy in hartree: -432.2057
F_max in eV/A: 2.8
ΔE to the lowest compared entry with this formula, charge and spin in kJ/mol: 513.7
Net charge: +1
Orbital gap (alpha / beta) in eV: 6.890 / 7.899

Cartesian coordinates (Å):
H -1.028 -1.152 -0.915
H -1.172 -1.036 0.851
H 0.966 -2.272 0.195
C 1.689 -0.333 0.228
C -0.318 0.765 -0.089
H -0.850 1.329 0.680
N 0.797 -1.283 0.133
O 4.352 1.157 -0.072
H -0.573 1.184 -1.067
H 1.605 1.731 0.206
N 4.344 0.023 -0.040
C -0.566 -0.750 -0.011
O 4.778 -1.024 -0.059
N 1.130 0.849 0.122

Cartesian forces, eV/Å:
0.027 0.104 0.126
0.045 0.056 -0.086
0.278 0.053 0.022
1.766 0.288 -0.194
-0.438 0.318 -0.136
0.025 -0.126 -0.079
-0.213 -0.200 0.001
0.634 0.793 -0.108
-0.010 -0.089 0.138
0.142 -0.078 -0.013
-2.649 -0.667 0.391
-0.463 -0.167 -0.043
0.899 -0.408 -0.099
-0.041 0.122 0.082